[1]
DFT (wB97M-V/def2-TZVPD) results for a structure of composition C35H36Cl2MoN6O4PS2.

Computed properties:
2S+1 = 3
HOMO-LUMO gap (alpha / beta) = 7.14 / 7.04 eV
Total charge = +3

Each line ends with the Löwdin charge.
Cartesian coordinates (Å):
Mo -0.334 -0.360 -0.668  1.82
C -1.686 -5.835 -0.447  0.02
N -1.784 -4.385 -0.244  -0.10
C -2.767 -3.768 0.479  0.00
C -2.489 -2.435 0.464  -0.08
N -1.348 -2.235 -0.267  -0.07
C -0.938 -3.434 -0.688  -0.43
P 0.445 -3.733 -1.834  1.22
C 0.025 -2.424 -3.034  -0.42
N -0.146 -1.136 -2.722  -0.07
C -0.209 -0.446 -3.904  -0.06
C -0.095 -1.331 -4.932  0.01
N 0.050 -2.568 -4.371  -0.10
C 0.225 -3.818 -5.119  0.02
C 1.723 -2.675 -1.068  -0.43
N 1.551 -1.382 -0.791  -0.12
C 2.785 -0.837 -0.551  -0.09
C 3.713 -1.828 -0.674  0.01
N 3.034 -2.970 -1.006  -0.09
C 3.661 -4.265 -1.294  0.02
H -2.689 -6.251 -0.455  0.11
H -1.211 -6.042 -1.401  0.08
H -1.110 -6.286 0.358  0.11
H -3.573 -4.321 0.932  0.15
H -3.035 -1.614 0.895  0.11
H -0.321 0.621 -3.953  0.12
H -0.104 -1.182 -5.998  0.15
H -0.037 -3.632 -6.156  0.11
H 1.260 -4.149 -5.066  0.10
H -0.436 -4.584 -4.723  0.10
H 2.910 0.207 -0.317  0.11
H 4.783 -1.812 -0.563  0.15
H 4.625 -4.298 -0.794  0.11
H 3.038 -5.069 -0.913  0.09
H 3.809 -4.381 -2.366  0.11
Cl -1.068 6.634 -2.867  0.76
C -0.596 5.060 -2.360  -0.66
C 0.680 4.864 -1.819  -0.07
C 1.075 3.622 -1.371  -0.56
Cl 2.642 3.407 -0.686  0.79
C 0.212 2.516 -1.439  -0.34
O 0.612 1.359 -0.962  -0.26
C -1.067 2.724 -2.012  -0.14
C -2.009 1.672 -2.172  -0.12
O -1.868 0.470 -1.856  -0.15
C -1.458 4.002 -2.468  -0.03
H 1.365 5.700 -1.746  0.13
H -2.957 1.925 -2.656  0.16
H -2.443 4.142 -2.896  0.13
O 0.394 -0.426 1.324  -0.69
S 1.355 -1.257 2.204  1.09
C 0.468 -1.362 3.782  -0.28
C -0.330 -0.104 4.120  -0.20
C -1.756 -0.133 3.543  -0.22
C -2.275 1.213 3.048  -0.27
S -1.378 1.736 1.577  1.10
O -1.728 0.586 0.582  -0.62
C -2.337 3.108 1.032  -0.41
C -3.652 2.953 0.602  -0.07
C -4.338 4.068 0.153  -0.04
C -3.718 5.316 0.147  -0.03
C -2.408 5.456 0.582  -0.05
C -1.703 4.344 1.020  -0.07
C 2.644 -0.125 2.650  -0.41
C 3.734 -0.653 3.333  -0.07
C 4.754 0.202 3.716  -0.04
C 4.683 1.554 3.400  -0.03
C 3.597 2.058 2.697  -0.05
C 2.559 1.218 2.315  -0.09
H 1.266 -1.559 4.500  0.11
H -0.161 -2.251 3.724  0.10
H 0.222 0.779 3.788  0.10
H -0.377 -0.037 5.207  0.14
H -2.457 -0.478 4.305  0.14
H -1.821 -0.849 2.723  0.08
H -2.136 2.017 3.775  0.13
H -3.331 1.165 2.780  0.11
H -4.130 1.981 0.609  0.12
H -5.363 3.973 -0.179  0.12
H -4.265 6.183 -0.196  0.13
H -1.934 6.429 0.577  0.12
H -0.675 4.438 1.350  0.12
H 3.792 -1.711 3.563  0.12
H 5.608 -0.186 4.255  0.12
H 5.484 2.217 3.698  0.12
H 3.555 3.109 2.446  0.11
H 1.715 1.591 1.751  0.08

***

[2]
DFT (wB97M-V/def2-TZVPD) results for a structure of composition C35H36CrN4O4P.

Computed properties:
2S+1 = 4
HOMO-LUMO gap (alpha / beta) = 5.28 / 5.45 eV

Each line ends with the Löwdin charge.
Cartesian coordinates (Å):
Cr 0.261 -0.432 0.030  0.63
N -1.870 -0.070 -0.607  0.04
C -2.446 -1.262 -1.275  -0.24
C -2.780 -1.056 -2.758  -0.13
C -1.678 -0.575 -3.706  -0.15
C -0.413 -1.405 -3.827  -0.14
N -0.705 -2.814 -4.129  0.11
C -0.228 -3.868 -3.490  -0.46
N 0.832 -3.783 -2.689  0.23
N -0.753 -5.085 -3.755  0.19
C -1.512 -2.466 -1.120  -0.60
O -1.889 -3.567 -1.504  0.03
O -0.356 -2.203 -0.627  -0.14
H -2.484 0.276 0.122  0.11
H -1.721 0.692 -1.262  0.05
H -3.381 -1.533 -0.784  0.15
H -3.586 -0.319 -2.828  0.12
H -3.199 -2.002 -3.106  0.11
H -1.335 0.423 -3.439  0.09
H -2.130 -0.467 -4.697  0.12
H 0.171 -1.322 -2.915  0.08
H 0.195 -0.986 -4.629  0.14
H -1.485 -2.984 -4.745  0.16
H 1.039 -2.879 -2.284  0.11
H 0.955 -4.530 -2.023  0.14
H -1.714 -5.097 -4.055  0.12
H -0.542 -5.813 -3.091  0.12
O 2.778 -1.848 2.772  0.08
C 2.371 -1.110 1.910  -0.68
O 1.613 -1.484 0.896  -0.20
C 2.711 0.381 1.887  -0.21
P 1.168 1.260 1.439  1.04
C 1.673 2.894 0.839  -0.37
C 2.973 3.375 0.956  -0.09
C 3.308 4.612 0.419  -0.08
C 2.351 5.373 -0.234  -0.07
C 1.050 4.900 -0.351  -0.06
C 0.717 3.665 0.179  -0.10
C 0.383 1.571 3.062  -0.33
C -0.164 0.467 3.719  -0.09
C -0.736 0.606 4.973  -0.08
C -0.787 1.857 5.576  -0.09
C -0.259 2.960 4.922  -0.08
C 0.328 2.820 3.671  -0.07
H 3.413 0.522 1.060  0.10
H 3.154 0.714 2.821  0.10
H 3.733 2.796 1.465  0.10
H 4.326 4.972 0.500  0.10
H 2.619 6.330 -0.663  0.10
H 0.302 5.481 -0.877  0.11
H -0.286 3.275 0.044  0.11
H -0.130 -0.513 3.254  0.10
H -1.143 -0.259 5.480  0.11
H -1.235 1.969 6.554  0.10
H -0.300 3.938 5.386  0.10
H 0.742 3.688 3.171  0.10
C 0.655 0.822 -1.377  -0.16
C 0.749 1.702 -2.256  -0.18
C 0.897 2.649 -3.236  -0.19
C 2.231 2.724 -3.873  -0.18
C 2.409 2.958 -5.243  -0.06
C 3.672 2.966 -5.817  -0.10
C 4.802 2.736 -5.046  -0.11
C 4.644 2.485 -3.688  -0.09
C 3.383 2.478 -3.115  -0.04
C -0.217 3.532 -3.568  -0.18
C -0.079 4.675 -4.379  -0.05
C -1.159 5.490 -4.680  -0.10
C -2.425 5.223 -4.175  -0.12
C -2.574 4.140 -3.317  -0.11
C -1.496 3.328 -3.012  -0.06
H 1.545 3.092 -5.880  0.11
H 3.771 3.144 -6.882  0.10
H 5.787 2.745 -5.495  0.09
H 5.512 2.297 -3.067  0.10
H 3.273 2.288 -2.052  0.10
H 0.897 4.950 -4.751  0.10
H -1.004 6.358 -5.309  0.10
H -3.267 5.855 -4.424  0.09
H -3.540 3.934 -2.870  0.09
H -1.625 2.522 -2.299  0.07

***

[3]
DFT (wB97M-V/def2-TZVPD) results for a structure of composition C35H37BrNOPTi in a non-equilibrium geometry.

Computed properties:
2S+1 = 2
HOMO-LUMO gap (alpha / beta) = 7.12 / 6.77 eV
Total charge = +3

Each line ends with the Löwdin charge.
Cartesian coordinates (Å):
Ti -0.726 0.649 -0.511  0.92
C -1.852 3.889 -1.323  -0.03
C -1.834 2.703 -0.401  -0.26
C -0.842 2.611 0.630  -0.24
C 0.157 3.730 0.759  0.01
C -0.983 1.622 1.653  -0.19
C -0.246 1.738 2.954  0.01
C -1.985 0.621 1.530  -0.20
C -2.282 -0.267 2.703  0.01
C -2.872 0.636 0.408  -0.22
C -3.948 -0.415 0.326  -0.01
C -2.890 1.762 -0.465  -0.20
C -4.086 2.024 -1.343  0.02
H -2.521 4.657 -0.921  0.13
H -2.220 3.619 -2.313  0.10
H -0.871 4.343 -1.432  0.07
H 0.903 3.709 -0.039  0.08
H 0.695 3.714 1.700  0.09
H -0.352 4.694 0.713  0.12
H -0.856 2.340 3.632  0.14
H 0.721 2.221 2.864  0.07
H -0.098 0.774 3.432  0.08
H -1.387 -0.699 3.144  0.08
H -2.961 -1.078 2.472  0.08
H -2.764 0.348 3.470  0.14
H -4.712 -0.227 1.087  0.13
H -3.536 -1.408 0.520  0.08
H -4.454 -0.432 -0.638  0.09
H -3.968 1.654 -2.365  0.11
H -4.280 3.094 -1.403  0.11
H -4.982 1.571 -0.924  0.10
O 0.574 -0.496 -0.832  -0.45
P 1.554 -1.082 0.232  0.96
C 2.482 0.353 0.832  -0.28
C 3.149 1.026 -0.200  -0.11
C 4.022 2.058 0.089  -0.03
C 4.229 2.431 1.411  -0.02
C 3.572 1.764 2.434  -0.04
C 2.711 0.711 2.158  -0.08
C 0.468 -1.992 1.358  -0.27
C 0.932 -2.529 2.558  -0.06
C 0.156 -3.454 3.237  -0.02
C -1.068 -3.852 2.723  -0.01
C -1.534 -3.317 1.529  -0.05
C -0.768 -2.391 0.839  -0.10
C 2.713 -2.224 -0.524  -0.29
C 3.751 -2.681 0.288  -0.06
C 4.699 -3.539 -0.235  -0.03
C 4.608 -3.940 -1.560  -0.02
C 3.561 -3.500 -2.359  -0.04
C 2.603 -2.641 -1.846  -0.06
H 3.020 0.683 -1.221  0.09
H 4.563 2.547 -0.706  0.13
H 4.936 3.211 1.649  0.13
H 3.749 2.046 3.462  0.13
H 2.266 0.163 2.974  0.11
H 1.890 -2.230 2.955  0.11
H 0.516 -3.877 4.162  0.13
H -1.660 -4.585 3.251  0.13
H -2.483 -3.648 1.132  0.12
H -1.104 -2.003 -0.133  0.10
H 3.814 -2.358 1.318  0.11
H 5.506 -3.890 0.388  0.13
H 5.356 -4.601 -1.971  0.13
H 3.489 -3.829 -3.383  0.12
H 1.778 -2.290 -2.456  0.11
Br 0.676 2.023 -2.515  1.07
C -0.569 0.816 -3.329  -0.59
C -0.633 0.600 -4.691  -0.02
C -1.610 -0.281 -5.148  0.03
C -2.460 -0.889 -4.230  0.02
C -2.286 -0.637 -2.880  -0.07
N -1.356 0.216 -2.425  -0.09
H 0.046 1.097 -5.370  0.13
H -1.697 -0.493 -6.203  0.14
H -3.239 -1.561 -4.555  0.14
H -2.892 -1.134 -2.129  0.12

***

[4]
DFT (wB97M-V/def2-TZVPD) results for a structure of composition C35H37FHfN8O5 in a non-equilibrium geometry.

Computed properties:
HOMO-LUMO gap = 7.65 eV
Total charge = +2

Each line ends with the Löwdin charge.
Cartesian coordinates (Å):
Hf -0.428 -1.496 2.257  1.60
O -2.229 -4.673 0.187  0.09
C -1.579 -3.967 0.952  -0.52
O -1.858 -2.708 1.289  -0.17
C -0.405 -4.569 1.667  -0.17
C -0.084 -5.945 1.570  0.02
C 1.037 -6.498 2.179  0.00
C 1.925 -5.551 2.794  -0.04
C 1.574 -4.238 2.855  -0.14
N 0.363 -3.781 2.429  0.01
H -0.762 -6.523 0.981  0.12
H 1.280 -7.512 1.938  0.11
H 2.829 -5.938 3.281  0.12
H 2.387 -3.536 3.154  0.12
F 0.634 0.242 -4.361  0.05
C -0.033 1.035 -3.482  -0.16
C -0.100 0.572 -2.161  0.13
C -1.098 1.144 -1.220  -0.02
C -1.148 0.710 0.177  -0.22
O -0.540 -0.369 0.551  -0.16
C -1.793 1.601 1.068  -0.01
C -2.621 2.599 0.600  0.10
N -2.685 2.965 -0.734  0.02
C -3.675 3.767 -1.306  -0.32
C -4.577 4.428 -0.327  -0.08
C -3.629 5.230 -1.166  -0.08
C -1.786 2.307 -1.635  -0.07
C -1.567 2.813 -2.977  0.06
C -0.605 2.325 -3.806  -0.17
N -0.388 2.963 -5.042  -0.10
C -0.047 2.029 -6.136  -0.12
C 0.307 2.866 -7.411  -0.06
N -0.581 4.110 -7.474  0.04
C -0.322 5.099 -6.380  -0.11
C 0.153 4.367 -5.110  -0.11
C -1.640 1.331 2.596  -0.49
O -1.668 2.285 3.366  0.09
O -1.517 0.070 3.009  -0.18
H 0.376 -0.356 -1.801  0.14
H -3.367 3.082 1.256  0.15
H -4.169 3.435 -2.226  0.17
H -4.457 4.410 0.773  0.12
H -5.576 4.366 -0.662  0.10
H -2.734 5.744 -0.661  0.15
H -4.136 5.714 -1.998  0.11
H -2.203 3.671 -3.299  0.13
H -0.850 1.326 -6.321  0.13
H 0.869 1.411 -5.915  0.14
H 0.154 2.262 -8.370  0.16
H 1.307 3.317 -7.418  0.14
H -1.595 3.859 -7.424  0.20
H -0.449 4.536 -8.408  0.19
H -1.218 5.730 -6.151  0.15
H 0.395 5.907 -6.657  0.15
H -0.246 5.052 -4.288  0.15
H 1.274 4.243 -5.018  0.15
N -2.243 -2.514 6.214  0.13
C -3.269 -3.159 5.513  -0.04
C -2.907 -3.151 4.203  -0.07
N -1.725 -2.422 4.040  0.01
C -1.284 -2.147 5.280  -0.21
C 0.071 -1.646 5.547  -0.27
N 0.759 -1.261 4.508  0.03
C 2.003 -0.710 4.973  -0.04
C 2.042 -0.958 6.333  -0.04
N 0.749 -1.397 6.706  0.12
H -2.242 -2.511 7.222  0.16
H -4.111 -3.569 6.055  0.13
H -3.595 -3.477 3.493  0.10
H 2.822 -0.482 4.291  0.10
H 2.853 -0.788 7.042  0.12
H 0.443 -1.558 7.674  0.17
C 4.238 -0.855 -0.695  -0.07
C 4.062 -1.762 0.582  -0.60
C 4.399 -3.244 0.145  -0.04
C 4.941 -1.115 1.672  -0.05
C 2.659 -1.681 1.081  -0.08
C 1.520 -1.478 1.614  -0.16
H 5.246 -0.828 -1.196  0.10
H 4.085 0.170 -0.327  0.08
H 3.554 -1.230 -1.501  0.08
H 5.504 -3.503 0.115  0.11
H 3.927 -3.452 -0.839  0.08
H 3.865 -3.850 0.924  0.07
H 5.778 -0.661 1.193  0.07
H 5.105 -1.730 2.543  0.08
H 4.259 -0.297 2.012  0.08

***

[5]
DFT (wB97M-V/def2-TZVPD) results for a structure of composition C35H37N5P2PtSeTe.

Computed properties:
HOMO-LUMO gap (alpha / beta) = 6.30 / 6.30 eV
Total charge = +2

Each line ends with the Löwdin charge.
Cartesian coordinates (Å):
Pt 0.000 0.247 0.662  0.69
N 1.951 0.775 1.344  -0.12
C 2.007 0.291 2.753  -0.20
C 0.788 0.866 3.436  -0.18
N -0.478 0.462 2.730  -0.17
C -1.492 1.538 3.009  -0.17
C -2.761 1.473 2.188  -0.24
N -2.467 1.680 0.769  0.00
H 2.620 0.286 0.759  0.09
H 2.163 1.772 1.280  0.09
H 2.925 0.605 3.252  0.13
H 1.976 -0.799 2.727  0.11
H 0.854 1.953 3.345  0.12
H 0.734 0.628 4.499  0.14
H -0.819 -0.404 3.143  0.08
H -0.999 2.488 2.794  0.12
H -1.719 1.511 4.077  0.14
H -3.438 2.227 2.606  0.13
H -3.250 0.508 2.311  0.09
H -2.239 2.649 0.568  0.09
H -3.264 1.433 0.195  0.07
Te -1.476 -4.863 0.346  1.45
C -1.086 -5.883 -1.462  -0.55
C -0.516 -7.142 -1.445  -0.12
C -0.310 -7.782 -2.666  -0.12
N -0.616 -7.237 -3.833  0.09
C -1.178 -6.032 -3.837  -0.12
C -1.445 -5.317 -2.678  -0.13
C -0.613 -3.037 -0.297  -0.83
P -1.477 -1.459 0.126  0.80
C -2.389 -2.033 1.602  -0.46
C -1.642 -2.519 2.682  -0.21
C -2.267 -2.901 3.860  -0.06
C -3.646 -2.791 3.976  -0.04
C -4.392 -2.302 2.913  -0.04
C -3.770 -1.920 1.733  -0.09
C -2.730 -1.311 -1.182  -0.38
C -2.763 -0.114 -1.898  -0.14
C -3.670 0.058 -2.934  -0.05
C -4.549 -0.964 -3.263  -0.04
C -4.528 -2.155 -2.547  -0.05
C -3.628 -2.330 -1.508  -0.12
P 0.845 -3.111 -1.081  1.05
C 1.803 -4.594 -1.095  -0.39
C 2.249 -5.132 0.117  -0.10
C 3.039 -6.265 0.103  -0.05
C 3.384 -6.854 -1.109  -0.03
C 2.947 -6.314 -2.311  -0.04
C 2.164 -5.172 -2.314  -0.07
C 1.205 -2.114 -2.495  -0.42
C 0.201 -1.780 -3.407  -0.10
C 0.543 -1.115 -4.574  -0.05
C 1.869 -0.797 -4.832  -0.03
C 2.871 -1.142 -3.929  -0.05
C 2.546 -1.802 -2.760  -0.10
H -0.216 -7.624 -0.524  0.10
H 0.130 -8.772 -2.694  0.12
H -1.434 -5.621 -4.806  0.12
H -1.928 -4.348 -2.736  0.08
H -0.563 -2.622 2.590  0.10
H -1.681 -3.289 4.683  0.12
H -4.138 -3.091 4.891  0.12
H -5.467 -2.221 3.001  0.12
H -4.366 -1.543 0.912  0.11
H -2.067 0.677 -1.654  0.03
H -3.688 0.991 -3.480  0.12
H -5.255 -0.833 -4.071  0.12
H -5.221 -2.949 -2.792  0.12
H -3.640 -3.257 -0.948  0.07
H 1.974 -4.668 1.056  0.10
H 3.393 -6.687 1.033  0.12
H 4.004 -7.740 -1.115  0.12
H 3.216 -6.782 -3.248  0.12
H 1.821 -4.748 -3.247  0.12
H -0.825 -2.065 -3.223  0.10
H -0.228 -0.857 -5.287  0.12
H 2.128 -0.284 -5.748  0.12
H 3.902 -0.896 -4.141  0.12
H 3.324 -2.088 -2.064  0.12
Se 0.734 1.025 -1.558  0.67
C 0.769 2.642 -0.647  -0.78
N 0.774 3.563 0.048  0.07

***

[6]
DFT (wB97M-V/def2-TZVPD) results for a structure of composition C35H38CdN7P2S2.

Computed properties:
HOMO-LUMO gap = 7.81 eV
Total charge = +1

Each line ends with the Löwdin charge.
Cartesian coordinates (Å):
Cd 1.565 -0.181 0.635  1.12
C 6.075 -4.488 -0.217  -0.08
C 4.602 -4.718 0.090  -0.25
N 4.069 -3.763 1.054  -0.03
C 3.672 -2.520 0.721  -0.86
S 3.312 -1.435 2.054  0.45
N 3.646 -2.224 -0.565  -0.02
N 3.130 -0.989 -0.794  -0.13
C 3.558 -0.236 -1.731  -0.27
C 4.624 -0.640 -2.701  -0.02
C 3.004 1.149 -1.752  -0.22
C 3.368 2.058 -2.731  0.00
C 2.914 3.365 -2.655  -0.03
C 2.100 3.741 -1.604  -0.07
C 1.756 2.781 -0.670  -0.14
N 2.196 1.526 -0.740  0.00
H 6.430 -5.223 -0.940  0.07
H 6.223 -3.492 -0.635  0.06
H 6.681 -4.576 0.685  0.07
H 4.011 -4.636 -0.819  0.10
H 4.444 -5.716 0.499  0.11
H 4.229 -3.921 2.034  0.11
H 5.024 -1.606 -2.408  0.06
H 4.213 -0.724 -3.710  0.10
H 5.432 0.091 -2.727  0.09
H 4.005 1.745 -3.545  0.11
H 3.194 4.079 -3.418  0.12
H 1.713 4.745 -1.510  0.11
H 1.096 3.021 0.155  0.09
N -1.881 -0.347 1.187  -0.41
P -0.593 -1.407 0.940  0.82
C -0.652 -2.489 2.379  -0.36
C 0.032 -2.118 3.536  -0.13
C -0.057 -2.902 4.675  -0.07
C -0.818 -4.063 4.657  -0.06
C -1.490 -4.444 3.503  -0.06
C -1.409 -3.659 2.363  -0.07
C -0.990 -2.420 -0.493  -0.39
C -2.276 -2.468 -1.023  -0.09
C -2.533 -3.275 -2.122  -0.07
C -1.513 -4.027 -2.688  -0.07
C -0.227 -3.972 -2.163  -0.06
C 0.039 -3.164 -1.069  -0.10
P -1.752 1.108 0.265  0.93
C -3.497 1.562 0.001  -0.40
C -4.284 2.199 0.960  -0.09
C -5.613 2.497 0.688  -0.07
C -6.166 2.152 -0.540  -0.08
C -5.391 1.510 -1.497  -0.08
C -4.059 1.220 -1.230  -0.14
C -1.188 2.338 1.495  -0.41
C -1.265 3.695 1.169  -0.12
C -0.646 4.644 1.969  -0.07
C 0.071 4.254 3.095  -0.08
C 0.155 2.911 3.426  -0.08
C -0.472 1.958 2.630  -0.13
H -2.378 -0.417 2.067  0.08
H 0.660 -1.234 3.540  0.06
H 0.481 -2.615 5.568  0.11
H -0.879 -4.679 5.545  0.11
H -2.074 -5.354 3.490  0.11
H -1.925 -3.960 1.460  0.11
H -3.065 -1.872 -0.580  0.10
H -3.531 -3.315 -2.538  0.11
H -1.718 -4.653 -3.547  0.11
H 0.569 -4.552 -2.610  0.11
H 1.049 -3.113 -0.671  0.08
H -3.855 2.477 1.915  0.11
H -6.218 2.994 1.435  0.11
H -7.202 2.383 -0.750  0.11
H -5.820 1.244 -2.455  0.11
H -3.441 0.751 -1.986  0.09
H -1.798 4.005 0.277  0.08
H -0.721 5.694 1.713  0.11
H 0.557 4.997 3.714  0.11
H 0.701 2.602 4.308  0.11
H -0.424 0.913 2.918  0.06
N -3.452 4.557 -1.891  0.10
C -2.296 4.560 -2.594  -0.96
N -1.998 5.713 -3.224  0.09
S -1.286 3.223 -2.629  0.59
H -4.125 5.300 -1.969  0.11
H -3.761 3.670 -1.525  0.05
H -2.663 6.463 -3.311  0.11
H -1.202 5.709 -3.836  0.09